[1]
10
Properties=species:S:1:pos:R:3:lowdin_charge:R:1 method="wB97M-V/def2-TZVPD" e_above_lowest_kj_mol=416.8 molar_mass_g_mol=137.185 gap_ev=7.99 charge=0 lumo_energy_ha=-0.0521
H -0.87 1.59 0.25 0.07
C -0.03 -1.59 -1.17 -0.82
N 0.29 0.55 1.67 -0.07
O 0.97 -0.29 0.88 -0.39
O 0.57 0.97 -1.37 -0.48
S 0.54 -3.05 -1.51 0.71
H -1.02 1.96 2.06 0.07
H -1.09 -1.33 -1.23 0.03
C -0.54 1.41 1.27 -0.03
S 1.18 -0.23 -0.84 0.92

=====

[2]
20
Properties=species:S:1:pos:R:3:lowdin_charge:R:1 method="wB97M-V/def2-TZVPD" e_above_lowest_kj_mol=139.9 molar_mass_g_mol=103.165 smiles=CCCCNCO gap_ev=10.10 charge=0 lumo_energy_ha=0.0366
C 0.11 -0.07 2.61 -0.10
H -0.76 1.47 0.41 0.10
N -0.79 -0.11 -0.97 -0.08
C -0.11 1.02 -0.33 -0.22
O -1.09 -1.35 -3.01 -0.05
C 0.88 -0.59 1.34 -0.26
H 1.74 -1.21 1.62 0.09
H 1.83 1.28 0.83 0.10
H -1.28 -1.93 -2.27 0.07
H 1.79 0.02 -0.47 0.10
C -0.75 -0.10 -2.45 -0.28
H 0.39 0.97 2.76 0.07
H 0.36 -0.69 3.46 0.06
H 0.19 -1.28 0.87 0.07
H 0.19 1.73 -1.11 0.11
H -0.97 -0.19 2.53 0.06
H 0.31 0.05 -2.71 0.12
C 1.23 0.52 0.32 -0.18
H -1.50 0.64 -2.74 0.12
H -1.76 -0.16 -0.70 0.11

=====

[3]
23
Properties=species:S:1:pos:R:3:lowdin_charge:R:1 method="wB97M-V/def2-TZVPD" e_above_lowest_kj_mol=0.0 molar_mass_g_mol=214.157 smiles="O=C([O-])[C@]1([N+](=O)[O-])CN2CCCOC2=N1" gap_ev=7.09 charge=-1 lumo_energy_ha=0.1075
H 0.61 0.73 -2.12 0.11
O 0.38 1.96 0.99 0.02
O 1.45 -2.69 3.51 0.01
C 1.61 -1.51 3.64 -0.67
C -0.17 -0.47 -0.49 -0.18
H -0.92 2.05 -0.61 0.13
C -0.55 -1.41 1.78 0.01
N -0.75 -0.81 4.37 -0.37
H 1.72 0.54 -0.75 0.13
N -0.40 -0.28 0.92 -0.07
C 0.68 0.68 -1.04 -0.15
C 0.10 -0.63 3.29 -0.23
C 0.15 1.96 -0.40 -0.19
H -1.58 -1.69 1.98 0.09
N 0.37 0.67 2.86 0.19
O -1.49 -1.81 4.39 0.02
C 0.15 0.79 1.62 -0.38
O -0.69 -0.02 5.31 0.04
H 0.32 -1.43 -0.67 0.12
O 2.51 -0.75 3.88 0.03
H -1.14 -0.49 -1.02 0.12
H 0.07 -2.27 1.53 0.10
H 0.67 2.85 -0.78 0.12

=====

[4]
16
Properties=species:S:1:pos:R:3:lowdin_charge:R:1 method="wB97M-V/def2-TZVPD" e_above_lowest_kj_mol=383.5 molar_mass_g_mol=139.071 gap_ev="6.69 / 9.11" charge=-1 lumo_energy_ha="0.0978 / 0.1387"
C -1.03 0.90 0.39 -0.39
H -1.92 -2.19 -0.87 -0.09
C -0.15 0.17 -0.60 -0.08
O 1.68 0.12 1.42 -0.36
H 0.65 2.01 0.58 0.03
H -0.36 0.21 -1.70 0.07
H -0.49 2.99 -0.10 0.10
H -0.82 0.35 1.33 0.09
H -2.11 1.05 0.17 0.10
N -1.10 -2.53 -0.48 0.08
H 1.34 -2.04 0.15 -0.02
O 1.97 -1.58 -0.36 -0.19
N -0.37 2.17 0.60 -0.05
H -1.32 -2.61 0.43 -0.11
P 1.65 0.00 -0.05 0.19
O 2.36 0.99 -0.92 -0.37

=====

[5]
110
Properties=species:S:1:pos:R:3:lowdin_charge:R:1 method="wB97M-V/def2-TZVPD" molar_mass_g_mol=940.710 smiles=CCCCCCc1c(B(O)O)c([C@H](I)CC)c2nsnc2c1CC.Fc1ccccc1.Fc1ccccc1.Fc1ccccc1.Fc1ccccc1.Fc1ccccc1 gap_ev=6.69 charge=0 lumo_energy_ha=-0.0573
I -6.49 1.51 -6.74 0.79
H 4.33 0.30 2.40 0.11
H 1.54 1.38 5.95 0.11
C -1.81 -9.13 4.40 -0.10
C -1.58 -1.48 0.72 -0.09
H -1.30 -6.02 3.12 0.11
C -0.35 2.17 6.64 -0.09
C -0.22 4.22 7.93 -0.08
C 4.62 4.01 -4.20 -0.14
C 3.40 2.58 0.06 -0.29
C -3.95 1.24 -4.85 -0.11
H -1.79 -2.26 2.72 0.11
C -5.35 2.09 -4.93 -0.67
C 0.47 -4.32 6.34 -0.07
H 0.85 -1.09 -2.10 0.07
O -2.20 3.93 -6.73 0.04
F -0.34 -0.52 3.99 0.05
C 3.38 1.41 0.82 -0.02
F -0.09 -3.98 9.90 0.06
C 0.02 -3.66 8.61 -0.29
C -0.55 -0.51 2.66 -0.28
H -2.21 -2.24 0.26 0.07
H 0.80 1.92 -4.90 0.12
C 0.03 0.58 -6.60 -0.17
C 0.93 1.85 -6.08 -0.19
H -0.94 1.37 6.20 0.09
H 0.27 1.26 -0.11 0.10
H 2.02 -2.11 -3.16 0.09
H -0.71 5.02 8.48 0.10
H -4.27 4.05 -4.10 0.13
H 4.79 3.26 -6.39 0.10
O -3.10 2.26 -8.43 0.02
C -0.19 0.49 0.51 -0.08
H 2.72 0.66 -7.10 0.11
H 0.64 1.24 2.35 0.12
H -6.56 4.34 -2.96 0.08
C -1.31 0.43 -5.61 -0.04
C 5.30 2.20 2.06 -0.10
H 5.67 4.44 -3.89 0.07
C 1.17 4.21 7.80 -0.02
H 4.03 0.60 -5.04 0.11
B -2.64 2.56 -7.04 -0.49
H -0.36 0.70 -7.72 0.13
H -6.53 5.58 -4.45 0.08
H -2.62 -9.81 4.68 0.10
H 0.73 -5.08 5.61 0.09
C 0.03 0.48 1.88 -0.02
H 1.78 4.99 8.24 0.12
H 2.62 0.66 0.62 0.10
F 1.23 -6.57 3.36 0.06
C -0.99 -0.49 -0.08 -0.10
C -1.21 -0.75 -4.47 -0.04
N -4.89 -0.41 -2.68 -0.29
C 2.54 1.65 -6.49 -0.19
H 0.54 -5.66 8.03 0.12
H -3.82 1.55 -8.33 0.07
C -1.35 -1.49 2.09 -0.01
H 3.98 4.85 -4.71 0.07
C -1.08 -7.00 3.52 -0.02
H 4.36 4.46 -0.31 0.11
H -0.26 -1.00 6.53 0.08
F 3.12 3.18 6.95 0.06
H -1.16 -0.48 -1.15 0.06
H -5.05 4.18 -5.82 0.10
C -0.09 -2.02 6.85 -0.08
C 0.25 -3.00 5.92 -0.09
C -6.55 4.45 -4.12 -0.14
H 4.04 3.65 -3.22 0.07
C 4.34 1.22 1.81 -0.08
H 6.05 4.14 1.49 0.11
C 4.36 3.56 0.29 -0.02
H 6.04 2.06 2.84 0.10
C 0.36 -4.65 7.69 -0.01
H 1.59 -8.95 4.34 0.12
H -0.48 -1.60 8.94 0.12
S -4.21 -1.76 -1.77 0.87
C 3.53 1.67 -5.14 -0.21
H 0.56 -2.14 -5.22 0.11
C 0.55 -8.66 4.22 -0.02
H 0.50 2.84 -6.57 0.12
C 1.79 3.19 7.08 -0.29
C -2.64 1.42 -5.82 0.06
C -2.54 -0.94 -3.49 -0.20
C -0.21 -2.35 8.20 -0.01
C -3.85 0.03 -3.69 -0.15
C -0.98 3.20 7.35 -0.10
C -2.11 -7.88 3.87 -0.08
H 0.34 -2.74 4.87 0.09
C 5.31 3.38 1.30 -0.08
H -3.15 -7.57 3.73 0.11
C -0.49 -9.52 4.58 -0.08
H -7.47 3.93 -4.66 0.07
C 0.24 -7.40 3.70 -0.30
H -2.68 4.57 -7.35 0.13
C 0.03 -1.78 -4.23 -0.22
C 4.75 2.78 -5.32 -0.25
C -5.19 3.71 -4.74 -0.29
H -0.26 -10.50 4.99 0.10
C 1.04 2.17 6.50 -0.02
H -0.43 -2.76 -3.72 0.11
H -2.06 3.20 7.46 0.10
N -2.60 -2.01 -2.41 -0.27
H 2.79 2.56 -7.20 0.10
F 2.49 2.76 -0.90 0.05
H 0.68 -0.41 -6.60 0.10
H -6.02 1.72 -4.01 0.10
H 5.79 2.27 -5.11 0.10
H 2.95 1.93 -4.16 0.09
C 1.21 -1.24 -3.22 -0.12
H 1.79 -0.30 -3.64 0.06

=====

[6]
46
Properties=species:S:1:pos:R:3:lowdin_charge:R:1 method="wB97M-V/def2-TZVPD" molar_mass_g_mol=424.342 smiles="O=C(F)C[PH3]P(=O)(O)O.CCOS(C)(=O)=O.CCOS(C)(=O)=O" gap_ev=9.07 charge=0 lumo_energy_ha=-0.0016
H -5.35 6.49 -0.27 0.07
C -4.82 3.58 -3.11 -0.24
C -4.43 6.70 -0.80 -0.12
H -5.69 3.61 -3.76 0.12
H 8.02 -4.47 1.14 0.07
H 3.76 -4.31 2.88 0.09
C 7.69 -4.68 0.13 -0.12
H -2.35 -1.89 1.66 0.04
O 2.24 -0.79 2.51 0.13
H -4.60 7.34 -1.65 0.07
H -3.70 7.14 -0.12 0.08
O -3.20 -1.48 1.46 -0.17
H 1.59 1.15 0.14 0.09
H 1.29 1.53 1.86 0.09
H 2.26 -4.09 1.96 0.08
H -4.72 1.43 -3.11 0.09
H 3.64 -3.63 -0.10 0.12
H -0.43 -0.29 -0.37 0.02
S -3.74 5.18 -1.36 0.56
O 5.79 -6.21 1.04 -0.27
H -0.71 -0.27 2.10 0.01
H 3.34 -5.44 1.60 0.07
C 1.84 -0.43 1.44 -0.59
O -2.66 5.44 -2.26 -0.28
C 1.16 0.81 1.07 -0.28
O -3.13 -0.45 -0.88 -0.33
C 3.31 -4.39 1.90 -0.07
H -1.06 1.76 0.82 0.01
H 8.21 -5.54 -0.28 0.08
H -3.94 3.75 -3.72 0.11
H 7.82 -3.81 -0.51 0.07
H -5.61 2.11 -1.73 0.09
S 5.98 -5.09 0.17 0.56
C -4.75 2.25 -2.39 -0.07
P -2.90 -0.17 0.54 0.28
H 3.94 -2.48 1.19 0.09
O -5.00 4.69 -2.20 -0.26
H -3.85 2.18 -1.77 0.05
P -0.72 0.39 0.83 0.76
F 1.88 -1.28 0.38 0.07
H -3.97 0.83 2.07 0.07
O -3.54 4.31 -0.24 -0.29
O 5.46 -5.13 -1.16 -0.27
C 4.04 -3.52 0.90 -0.25
O -3.88 0.95 1.12 -0.16
O 5.47 -3.77 0.89 -0.26

=====

> Look up the charge of the second one.

0

=====

What did the first record say?
10
Properties=species:S:1:pos:R:3:lowdin_charge:R:1 method="wB97M-V/def2-TZVPD" e_above_lowest_kj_mol=416.8 molar_mass_g_mol=137.185 gap_ev=7.99 charge=0 lumo_energy_ha=-0.0521
H -0.87 1.59 0.25 0.07
C -0.03 -1.59 -1.17 -0.82
N 0.29 0.55 1.67 -0.07
O 0.97 -0.29 0.88 -0.39
O 0.57 0.97 -1.37 -0.48
S 0.54 -3.05 -1.51 0.71
H -1.02 1.96 2.06 0.07
H -1.09 -1.33 -1.23 0.03
C -0.54 1.41 1.27 -0.03
S 1.18 -0.23 -0.84 0.92

=====

> What is the charge in the fifth record?

0